Formula: C52H70N2O3OsP3S3
Source: the Open Molecules 2025 dataset
Level of theory: the ωB97M-V functional and the def2-TZVPD basis

For the LUMO energy (alpha / beta), the calculation gives -3.76 / -3.76 eV. The value obtained for the highest occupied orbital energy (alpha / beta) is -10.13 / -10.14 eV. As for the total charge: +1. Its largest force on an atom is 2.6 eV/A. The HOMO-LUMO gap (alpha / beta) is 6.376 / 6.378 eV.

Cartesian coordinates (Å):
Os -0.3692 0.5071 -0.5110
C 6.1750 2.6427 4.5871
S 6.0909 3.7208 3.1418
C 4.2969 3.8105 2.9529
C 3.7125 2.6006 2.2352
C 2.1925 2.7176 2.1385
N 1.5341 1.6191 1.4031
P 2.0500 0.7601 0.0527
C 3.5856 -0.1814 0.4508
C 3.5922 -1.2589 1.3455
C 4.7754 -1.9167 1.6517
C 5.9701 -1.5248 1.0644
C 5.9744 -0.4733 0.1606
C 4.7960 0.1886 -0.1510
C 2.7073 1.8036 -1.2914
C 2.6676 1.1777 -2.5384
C 3.0822 1.8472 -3.6798
C 3.5343 3.1586 -3.5842
C 3.5795 3.7818 -2.3461
C 3.1729 3.1063 -1.2024
P -0.0067 0.9223 1.8359
C 0.4695 0.0802 3.3608
C -0.5506 -0.4509 4.1529
C -0.2454 -1.1185 5.3273
C 1.0813 -1.2635 5.7153
C 2.0975 -0.7466 4.9228
C 1.7940 -0.0824 3.7402
C -1.0965 2.2154 2.4538
C -2.2143 2.5826 1.7068
C -3.1029 3.5304 2.1991
C -2.8733 4.1240 3.4272
C -1.7716 3.7464 4.1928
C -0.9032 2.7796 3.7244
H 7.2291 2.4613 4.7902
H 5.6860 1.6868 4.3960
H 5.7243 3.1285 5.4521
H 4.1032 4.7266 2.3888
H 3.8563 3.9272 3.9467
H 3.9891 1.6898 2.7706
H 4.1631 2.5304 1.2475
H 1.9205 3.6631 1.6765
H 1.7846 2.7295 3.1517
H 2.6759 -1.5949 1.7997
H 4.7553 -2.7452 2.3501
H 6.8916 -2.0408 1.3044
H 6.8986 -0.1604 -0.3094
H 4.8366 0.9977 -0.8621
H 2.3002 0.1594 -2.6194
H 3.0350 1.3553 -4.6439
H 3.8438 3.6944 -4.4725
H 3.9287 4.8045 -2.2690
H 3.1926 3.6232 -0.2543
H -1.5880 -0.3389 3.8533
H -1.0398 -1.5265 5.9396
H 1.3215 -1.7832 6.6343
H 3.1337 -0.8662 5.2164
H 2.5880 0.2974 3.1188
H -2.3961 2.1162 0.7480
H -3.9709 3.8084 1.6145
H -3.5580 4.8744 3.8004
H -1.6071 4.1919 5.1658
H -0.0836 2.4509 4.3514
C -2.7965 -3.1002 -1.7775
C -3.7989 -1.9437 -1.6116
C -5.1227 -2.3302 -2.2822
C -3.9960 -1.7491 -0.0957
P -3.0463 -0.3757 -2.3190
N -1.9917 0.2283 -1.2311
C -2.1419 -0.7288 -3.9261
C -0.8111 -1.4498 -3.6516
C -1.7772 0.6259 -4.5584
C -2.9864 -1.5563 -4.9065
C -4.3235 0.9693 -2.5170
C -5.1577 1.0138 -1.2222
C -3.6011 2.3303 -2.6077
C -5.2463 0.7702 -3.7233
H -3.1630 -3.9473 -1.1911
H -1.8098 -2.8437 -1.4003
H -2.7128 -3.4345 -2.8096
H -5.4347 -3.2971 -1.8779
H -5.0268 -2.4428 -3.3620
H -5.9237 -1.6217 -2.0813
H -4.2127 -2.7266 0.3425
H -4.8203 -1.0851 0.1495
H -3.0923 -1.3594 0.3714
H -0.2258 -0.9472 -2.8823
H -0.2267 -1.4261 -4.5751
H -0.9289 -2.4873 -3.3556
H -1.2839 1.2922 -3.8467
H -2.6426 1.1360 -4.9752
H -1.0802 0.4404 -5.3788
H -3.1698 -2.5664 -4.5472
H -2.4317 -1.6386 -5.8450
H -3.9452 -1.0947 -5.1338
H -4.5210 1.0533 -0.3366
H -5.8446 0.1766 -1.1295
H -5.7563 1.9270 -1.2422
H -2.7873 2.4161 -1.8843
H -4.3259 3.1148 -2.3774
H -3.1984 2.5375 -3.5942
H -5.7908 -0.1721 -3.6960
H -4.7094 0.8320 -4.6673
H -5.9834 1.5782 -3.7163
C 0.7527 5.9175 0.5690
O 0.6917 4.5759 0.0547
C -0.4455 4.1681 -0.5000
S -1.8137 5.0381 -0.5592
S -0.2399 2.6494 -1.4131
H 1.7691 6.0365 0.9333
H 0.0310 6.0530 1.3713
H 0.5408 6.6290 -0.2251
C -0.3235 -7.8375 -0.9750
C -0.1319 -6.4111 -0.5217
C -0.9635 -5.8441 0.4349
C -0.8189 -4.5171 0.8334
C -1.7160 -3.9253 1.8952
C 0.1834 -3.7539 0.2433
C 1.0469 -4.2954 -0.7108
C 2.1309 -3.4475 -1.3330
C 0.8799 -5.6255 -1.0722
C 0.2626 -2.2861 0.5455
O 0.7521 -1.8596 1.5681
O -0.2403 -1.5409 -0.4074
H -1.0345 -8.3650 -0.3395
H 0.6209 -8.3841 -0.9612
H -0.7003 -7.8675 -2.0002
H -1.7498 -6.4464 0.8828
H -2.5987 -4.5463 2.0526
H -2.0445 -2.9200 1.6264
H -1.1822 -3.8459 2.8452
H 2.7687 -2.9965 -0.5683
H 1.6962 -2.6328 -1.9200
H 2.7604 -4.0429 -1.9920
H 1.5487 -6.0607 -1.8100

Atoms 1-2, force components in eV/Å:
Os -1.4763 -0.1647 0.8544
C -0.0273 -0.0094 -0.0795

Atom charges from the Löwdin analysis, given in e for atoms 1 to 8: atom 1 (Os): 0.9930, atom 2 (C): -0.4103, atom 3 (S): 0.8106, atom 4 (C): -0.5107, atom 5 (C): -0.2622, atom 6 (C): -0.2208, atom 7 (N): -0.4320, atom 8 (P): 0.9076



Formula: C52H78O39
Source: the Open Molecules 2025 dataset
Level of theory: the ωB97M-V functional and the def2-TZVPD basis

Its energy above the lowest of the compared OMol25 structures with the same formula, charge and spin is 5.969 eV. For the LUMO energy, the calculation gives 0.04 eV. The value obtained for the highest occupied orbital energy is -10.20 eV. Its largest force on an atom is 6.1 eV/A. The HOMO-LUMO gap is 10.249 eV.

Cartesian coordinates (Å):
C 5.1503 -0.3840 3.7541
C 4.7672 -1.1175 5.0714
C 5.7695 -0.8877 6.1602
O 5.0287 -0.1269 7.0965
C 3.7742 -0.0631 6.8010
O 2.9531 0.6421 7.4280
O 3.5566 -0.5270 5.6016
H 4.3434 -0.2274 3.0382
H 5.8131 -0.8373 3.0170
H 5.4136 0.6685 3.8587
H 4.6104 -2.1662 4.8191
H 6.5663 -0.2469 5.7826
H 6.1847 -1.8117 6.5627
C -1.2092 -3.2526 -4.3365
C -2.7499 -3.1126 -4.4628
C -3.5742 -2.9998 -3.1625
O -4.1279 -1.6799 -3.2717
C -3.8304 -1.1426 -4.5204
O -4.2457 -0.0361 -4.9449
O -2.8962 -1.8409 -5.0869
H -0.9526 -4.2989 -4.1706
H -0.7732 -2.6056 -3.5753
H -0.8038 -3.1005 -5.3369
H -3.2220 -3.9110 -5.0353
H -2.8817 -3.1226 -2.3297
H -4.2774 -3.8281 -3.0755
C 1.7672 -2.2305 -6.1125
C 2.6285 -2.8740 -5.0903
C 2.9981 -2.0497 -3.9118
O 2.7513 -2.8671 -2.8296
C 2.0386 -3.9282 -3.1445
O 1.5017 -4.8188 -2.4460
O 1.9217 -3.9152 -4.4317
H 0.8026 -1.9238 -5.7080
H 1.7504 -2.8627 -7.0003
H 2.3346 -1.3950 -6.5222
H 3.4543 -3.3144 -5.6489
H 2.4435 -1.1121 -3.9493
H 4.0518 -1.7764 -3.9677
C -0.9890 -1.3325 -0.9439
C 0.1729 -0.4691 -1.4355
C 0.2795 0.9550 -0.9382
O 1.0059 0.7372 0.2275
C 1.7403 -0.3908 0.1383
O 2.7283 -0.6453 0.8976
O 1.3348 -1.1295 -0.9527
H -0.8734 -1.4345 0.1351
H -1.0975 -2.3318 -1.3656
H -1.9399 -0.8351 -1.1348
H 0.1692 -0.5081 -2.5248
H -0.6538 1.4214 -0.6225
H 0.9417 1.5950 -1.5212
C -1.1124 -5.6683 0.2809
C -1.9754 -6.3386 -0.7899
C -2.3464 -7.7752 -0.5337
O -3.7345 -7.7323 -0.2647
C -4.2192 -6.5087 -0.3473
O -5.4172 -6.2155 -0.2080
O -3.1868 -5.6830 -0.7347
H -1.0734 -4.5925 0.1099
H -0.0650 -5.9639 0.2211
H -1.4303 -5.9860 1.2740
H -1.6217 -6.1753 -1.8079
H -1.8098 -8.1702 0.3289
H -2.0722 -8.3087 -1.4438
C -0.5202 1.7568 5.0942
C 0.9359 1.9266 4.7154
C 1.4782 1.4151 3.3696
O 2.4371 2.3857 3.0054
C 2.2896 3.5547 3.7048
O 2.9288 4.6111 3.4913
O 1.2497 3.3464 4.5999
H -1.1809 2.0431 4.2759
H -0.6533 2.5053 5.8754
H -0.6778 0.6915 5.2624
H 1.6521 1.4726 5.4003
H 0.6258 1.3371 2.6948
H 1.9853 0.4875 3.6352
C -3.1014 -2.9476 2.2549
C -4.3211 -2.1150 1.7672
C -4.5523 -2.1814 0.2579
O -5.6672 -2.9382 0.0648
C -6.2723 -3.2758 1.1571
O -7.3194 -3.8740 1.2241
O -5.5304 -2.7752 2.1893
H -2.1517 -2.4367 2.0964
H -3.1057 -3.9738 1.8875
H -3.2072 -2.9816 3.3392
H -4.2723 -1.1252 2.2211
H -3.7270 -2.7039 -0.2259
H -4.7235 -1.1898 -0.1610
C -5.0504 3.5173 2.8069
C -4.7244 2.1200 2.2594
C -4.8492 2.0373 0.7604
O -3.7532 1.1621 0.4729
C -2.8860 1.1819 1.5405
O -1.7959 0.6507 1.5843
O -3.3498 1.9896 2.4718
H -6.1383 3.5825 2.8229
H -4.8124 4.3171 2.1056
H -4.7992 3.7119 3.8496
H -5.0252 1.2377 2.8243
H -4.7393 2.9862 0.2354
H -5.8353 1.6574 0.4929
C 6.1220 1.2703 -0.0305
C 5.0785 2.1598 -0.6372
C 3.9861 2.4405 0.4516
O 3.9966 3.8405 0.5645
C 4.9264 4.3657 -0.2715
O 5.1428 5.5761 -0.4155
O 5.7031 3.4591 -0.8104
H 5.7718 0.2458 0.0964
H 6.3607 1.5996 0.9808
H 6.9746 1.3286 -0.7071
H 4.7495 1.9031 -1.6442
H 4.0888 1.8964 1.3904
H 3.0332 2.1662 -0.0011
C -1.7068 5.7995 2.6734
C -0.3824 5.3206 2.1248
C -0.3920 3.9365 1.4624
O 0.3137 4.0302 0.2458
C 0.5913 5.2849 0.0399
O 1.0340 5.6880 -1.0194
O 0.0474 6.0787 0.9949
H -1.7564 6.7944 3.1159
H -2.0193 5.1696 3.5062
H -2.5070 5.6762 1.9435
H 0.3917 5.4180 2.8860
H -1.4247 3.6230 1.3098
H 0.0038 3.0919 2.0263
C 3.5218 4.9198 -3.3911
C 2.5021 3.7539 -3.2292
C 1.0463 4.0214 -3.7726
O 0.8314 2.8122 -4.4213
C 1.9811 2.1286 -4.6303
O 2.0280 1.1854 -5.3669
O 3.0201 2.7703 -4.0002
H 4.5060 4.4516 -3.4086
H 3.4068 5.6398 -2.5809
H 3.3955 5.4670 -4.3253
H 2.4827 3.4431 -2.1846
H 0.9504 4.8249 -4.5029
H 0.3495 4.1304 -2.9416
C -3.5205 3.9519 -5.1730
C -3.9314 3.5833 -3.7669
C -3.1872 2.4128 -3.1151
O -2.7487 2.8532 -1.8970
C -2.9098 4.1545 -1.8270
O -2.5565 4.8336 -0.9038
O -3.6273 4.6278 -2.8147
H -2.4355 4.0320 -5.2392
H -3.9753 4.8691 -5.5472
H -3.8171 3.0973 -5.7811
H -5.0075 3.4307 -3.6842
H -2.3440 2.0908 -3.7262
H -3.7653 1.4920 -3.0371
C 3.3014 -4.7877 3.3645
C 2.5757 -3.5961 2.7931
C 1.4009 -3.9890 1.8639
O 0.4830 -3.0218 2.1176
C 0.8228 -2.3866 3.2749
O 0.0731 -1.6058 3.8156
O 1.9225 -2.9497 3.8397
H 2.6642 -5.4512 3.9490
H 4.3169 -4.6369 3.7307
H 3.6375 -5.4326 2.5525
H 3.3166 -2.9690 2.2971
H 0.9743 -4.9439 2.1711
H 1.7612 -3.9672 0.8354

Atoms 1-2, force components in eV/Å:
C -1.0141 0.7255 -0.8942
C -0.1426 0.5022 -2.5674

Atom charges from the Löwdin analysis, given in e for atoms 1 to 8: atom 1 (C): -0.0149, atom 2 (C): -0.2554, atom 3 (C): -0.0800, atom 4 (O): 0.1115, atom 5 (C): -0.5870, atom 6 (O): 0.0991, atom 7 (O): 0.1004, atom 8 (H): 0.0515